# 1
# C6H17N2

The ion C6H17N2 with charge +1 at a distorted geometry (ωB97M-V with the def2-TZVPD basis set, OMol25).

Element x y z (Å)
C 0.998 -0.361 2.464
C 0.193 0.492 1.477
C 0.257 1.976 1.858
N 0.587 0.094 0.110
C -0.246 0.659 -0.950
C -0.763 -0.449 -1.852
C 0.332 -1.125 -2.675
N -1.392 -1.432 -0.882
H 2.057 -0.245 2.226
H 0.741 -1.420 2.441
H 0.769 -0.017 3.470
H -0.870 0.238 1.608
H 1.305 2.283 1.775
H -0.380 2.628 1.257
H -0.072 2.122 2.884
H 1.545 0.393 0.017
H -0.952 1.440 -0.630
H 0.342 1.383 -1.534
H -1.567 0.024 -2.416
H 0.785 -1.926 -2.099
H -0.074 -1.491 -3.614
H 1.079 -0.391 -2.966
H -2.314 -1.057 -0.635
H -1.613 -2.356 -1.262
H -0.748 -1.461 -0.071

Computed properties:
total charge: +1
SMILES string: CC(C)NC[C@@H](C)[NH3+]
calculated total energy: -348.07103 a.u.
highest occupied orbital energy: -13.55 eV
ΔE to the lowest compared entry with this formula, charge and spin: 0.539 eV
molar mass: 117.2 g mol⁻¹
HOMO-LUMO gap: 10.279 eV

***

# 2
# C6H17N2

The ion C6H17N2 with charge +1 at a distorted geometry (ωB97M-V with the def2-TZVPD basis set, OMol25).

Element x y z (Å)
C -2.073 -0.115 1.277
C -0.923 -1.076 0.906
C 0.025 -1.209 2.088
N -0.231 -0.642 -0.299
C -0.819 -1.134 -1.538
C 0.186 0.728 -0.339
C 1.530 0.812 -1.069
N 2.129 2.171 -0.982
H -2.708 0.133 0.425
H -2.786 -0.534 1.985
H -1.696 0.764 1.735
H -1.408 -2.035 0.766
H 0.459 -0.259 2.400
H 0.870 -1.851 1.878
H -0.546 -1.584 2.935
H -0.370 -0.651 -2.399
H -0.690 -2.209 -1.577
H -1.906 -0.993 -1.583
H 0.328 1.099 0.680
H -0.555 1.405 -0.797
H 2.177 0.114 -0.524
H 1.535 0.340 -2.048
H 1.549 2.889 -1.424
H 2.197 2.420 0.005
H 3.060 2.222 -1.395

Computed properties:
total charge: +1
SMILES string: CC(C)N(C)CC[NH3+]
calculated total energy: -348.04832 a.u.
highest occupied orbital energy: -11.91 eV
ΔE to the lowest compared entry with this formula, charge and spin: 1.157 eV
molar mass: 117.2 g mol⁻¹
HOMO-LUMO gap: 8.088 eV

***

# 3
# C6H17N2

The ion C6H17N2 with charge +1 at a distorted geometry (ωB97M-V with the def2-TZVPD basis set, OMol25).

Element x y z (Å)
C -1.237 -2.217 1.919
N -0.953 -1.682 0.617
C -1.703 -0.416 0.158
C -0.880 0.757 0.562
N 0.510 0.570 0.331
C 0.949 0.686 -1.107
C 2.410 0.235 -1.153
C 0.827 2.230 -1.443
H -1.543 -1.548 2.615
H -0.442 -2.708 2.558
H -2.062 -3.000 1.904
H -1.049 -2.272 -0.184
H 0.079 -1.454 0.466
H -2.837 -0.306 0.328
H -1.736 -0.330 -0.865
H -0.888 1.010 1.780
H -1.441 1.510 0.041
H 1.151 1.166 0.911
H 0.332 0.219 -1.842
H 2.692 -0.738 -0.473
H 2.820 -0.181 -2.111
H 3.209 0.924 -0.546
H 0.302 2.482 -2.418
H 0.348 2.914 -0.746
H 1.966 2.447 -1.676

Computed properties:
total charge: +1
SMILES string: C[NH2+]CCNC(C)C
calculated total energy: -347.96385 a.u.
highest occupied orbital energy: -13.11 eV
ΔE to the lowest compared entry with this formula, charge and spin: 3.456 eV
molar mass: 117.2 g mol⁻¹
HOMO-LUMO gap: 10.101 eV